(1)
DFT (ωB97M-V with the def2-TZVPD basis set) results for a molecular structure, H16NaO8.

The geometry in ORCA input format:
```
! RIJCOSX wB97M-V def2-TZVPD def2/J DEFGRID3
* xyz 1 1
Na 0.5173 -0.2824 0.7318
O 2.6187 -4.0808 2.9405
O 0.9237 2.3526 -3.8287
O -3.6704 -1.5877 -1.0350
O -3.7445 2.9491 -3.0958
O 2.1678 -3.3426 -2.3675
O 4.3369 1.6584 1.0731
O -2.6326 -2.0533 4.6742
O -0.6814 4.5170 1.9064
H 1.0603 2.0195 -4.7156
H -2.5184 -2.6841 5.3851
H -0.6813 5.0432 2.7059
H 1.1489 3.2813 -3.8838
H -2.9388 -2.5782 3.9346
H -4.5828 -1.3908 -0.8231
H 2.3662 -4.9940 3.0762
H 3.5559 -4.0596 3.1339
H 4.2900 2.5774 0.8094
H -1.4352 4.8353 1.4097
H 4.9572 1.6493 1.8021
H -3.1016 2.3370 -2.7377
H 2.7204 -4.0252 -1.9867
H -3.7068 -1.9891 -1.9032
H 2.6279 -3.0781 -3.1642
H -3.5974 2.9257 -4.0414
*
```

Properties
highest occupied orbital energy: -13.5 eV
largest force on an atom: 0.009 Eh/bohr
energy relative to the best compared isomer or geometry (same formula, charge and spin): 70.1 kcal per mole
frontier orbital gap: 8.9 eV



(2)
DFT (ωB97M-V with the def2-TZVPD basis set) results for 2 unconnected molecules or ions with the total composition CHN5O3.

The geometry in ORCA input format:
```
! RIJCOSX wB97M-V def2-TZVPD def2/J DEFGRID3
* xyz 0 1
O 2.6118 -0.3757 -0.5425
O 0.4566 3.3107 1.1009
O -1.0601 -1.6295 1.0537
N 0.0190 1.1175 1.2064
N -1.8093 -0.9093 -0.8819
N 0.4348 -1.1930 -0.6827
N 0.2730 2.1871 1.1016
N -0.9319 -1.1819 -0.0509
C 1.5257 -0.7482 -0.5257
H -1.5194 -0.5776 -1.7788
*
```

Properties
highest occupied orbital energy: -11.1 eV
SMILES string: [H]/N=[N+](/[O-])N=C=O.N#[N+][O-]
largest force on an atom: 0.077 Eh/bohr
energy relative to the best compared isomer or geometry (same formula, charge and spin): 54.5 kcal per mole
frontier orbital gap: 11.0 eV



(3)
DFT (ωB97M-V with the def2-TZVPD basis set) results for a single C25H32N2O3 molecule.

The geometry in ORCA input format:
```
! RIJCOSX wB97M-V def2-TZVPD def2/J DEFGRID3
* xyz 0 1
O 5.0134 0.9351 -0.7158
O -8.0122 -1.5504 -0.1765
O 3.2245 -1.2521 1.5528
N -3.4465 1.3271 0.7108
N -0.6021 1.4102 0.5495
C 0.6150 2.1959 0.5758
C 4.0968 0.5184 -1.7021
C -4.6519 0.6878 0.7116
C -2.7661 1.0119 -0.4407
C -6.8091 -0.0674 1.3567
C -6.9176 -0.7942 0.1633
C 7.1826 -1.9949 -0.1551
C 2.8089 0.0617 1.2651
C 5.9495 0.0624 -0.2398
C 6.7352 0.5502 0.8053
C -3.2017 -0.4125 -2.5445
C -9.0983 -1.6027 0.7109
C 2.0652 0.1995 -0.0835
C -5.8897 -0.7863 -0.7666
C -4.7452 -0.0440 -0.4976
C 7.7279 -0.2298 1.3590
C -0.3135 0.0197 0.8497
C 6.1819 -1.2208 -0.7185
C -5.6802 0.6764 1.6391
C 0.7477 -0.5999 -0.0684
C -3.5257 0.1745 -1.2124
C 2.9649 -0.3842 -1.1959
C -1.4072 1.5926 -0.6520
C 1.7271 1.6745 -0.3455
C 7.9572 -1.5104 0.8813
H -9.8362 -2.2476 0.2351
H 0.9691 2.2095 1.6108
H 0.9298 -1.6345 0.2315
H 2.1868 0.4454 2.0829
H 3.7236 0.6540 1.2312
H 2.4445 -1.8005 1.6907
H -2.1636 -0.2318 -2.8125
H 0.0139 -0.0244 1.8931
H -3.0516 1.8759 1.4544
H 3.6891 1.4497 -2.1040
H -7.6124 -0.0790 2.0760
H 8.7319 -2.1240 1.3156
H 2.3530 -0.6296 -2.0675
H -8.8136 -2.0352 1.6765
H 4.6202 0.0049 -2.5196
H -0.9595 1.1551 -1.5561
H 2.6152 2.2900 -0.2016
H 5.5972 -1.6331 -1.5258
H 0.3684 3.2244 0.2988
H -1.2427 -0.5490 0.7655
H -3.8362 0.0218 -3.3173
H -3.3778 -1.4873 -2.5334
H 6.5453 1.5500 1.1648
H 7.3516 -2.9920 -0.5356
H 8.3253 0.1619 2.1690
H 1.4005 1.7805 -1.3832
H 0.3463 -0.6328 -1.0839
H -1.4978 2.6726 -0.8182
H 3.3941 -1.3113 -0.8101
H -5.6078 1.2334 2.5616
H -5.9989 -1.3526 -1.6772
H -9.5385 -0.6126 0.8730
*
```

Properties
highest occupied orbital energy: -7.5 eV
SMILES string: COc1ccc2[nH]c(CN3CCC(CO)(CCOc4ccccc4)CC3)c(C)c2c1
largest force on an atom: 0.012 Eh/bohr
energy relative to the best compared isomer or geometry (same formula, charge and spin): 50.4 kcal per mole
frontier orbital gap: 8.1 eV



(4)
DFT (ωB97M-V with the def2-TZVPD basis set) results for a gas-phase ion, C5H11O2 (charge -1).

The geometry in ORCA input format:
```
! RIJCOSX wB97M-V def2-TZVPD def2/J DEFGRID3
* xyz -1 1
O 0.4887 1.5692 2.8543
O 0.7392 -2.2175 -0.1027
C -0.9547 0.4517 -0.4914
C 0.3573 -1.5941 -1.3132
C -0.9074 0.6286 1.0704
C 0.2854 -0.0791 -1.1600
C 0.4242 1.2395 1.5762
H 1.2059 0.4358 1.3382
H -0.6429 -1.8940 -1.6363
H 1.0634 -1.5077 0.4748
H 0.7783 1.9939 0.7956
H 1.2238 0.2695 -0.7122
H -0.8275 -0.4176 1.4066
H -1.8974 -0.0593 -0.6886
H -1.7913 1.0371 1.5394
H 0.4725 0.4424 -2.0815
H 1.0912 -1.8029 -2.0975
H -1.1086 1.5045 -0.7722
*
```

Properties
highest occupied orbital energy: -2.3 eV
SMILES string: [O-]CCCCCO
largest force on an atom: 0.062 Eh/bohr
energy relative to the best compared isomer or geometry (same formula, charge and spin): 68.9 kcal per mole
frontier orbital gap: 6.0 eV